# 1
Entry from OMol25: 20 unconnected molecules or ions with the total composition C80H120O60 in a non-equilibrium geometry (ωB97M-V with the def2-TZVPD basis set).

Geometry as ORCA input:
```
! RIJCOSX wB97M-V def2-TZVPD def2/J DEFGRID3
* xyz 0 1
C 0.60 2.31 -4.13
C -0.21 2.86 -2.79
C 0.15 4.28 -2.59
O -1.11 4.95 -2.23
C -2.01 4.07 -2.27
O -3.20 4.25 -1.93
O -1.60 3.01 -2.78
H 1.67 2.48 -4.27
H 0.19 2.85 -4.99
H 0.44 1.24 -4.26
H 0.11 2.33 -1.90
H 0.72 4.61 -3.45
H 0.78 4.49 -1.72
C 1.48 -1.62 2.86
C 0.88 -2.97 3.33
C 0.17 -3.89 2.19
O 0.98 -5.06 2.17
C 1.96 -4.91 3.09
O 2.73 -5.85 3.51
O 1.87 -3.74 3.75
H 2.20 -1.84 2.08
H 2.04 -1.23 3.71
H 0.80 -0.92 2.38
H 0.21 -2.65 4.13
H 0.24 -3.39 1.22
H -0.90 -3.93 2.34
C 7.45 1.73 2.57
C 6.10 1.53 3.22
C 5.07 0.75 2.48
O 4.45 -0.03 3.51
C 5.34 -0.16 4.47
O 5.23 -0.92 5.42
O 6.18 0.87 4.45
H 7.20 1.88 1.52
H 8.15 0.91 2.74
H 7.98 2.65 2.79
H 5.59 2.48 3.41
H 5.43 0.05 1.72
H 4.39 1.47 2.01
C -3.27 -5.76 -3.68
C -2.71 -6.89 -4.60
C -3.54 -7.05 -5.84
O -2.76 -6.62 -6.87
C -1.56 -6.20 -6.36
O -0.63 -5.65 -7.03
O -1.48 -6.48 -5.10
H -2.68 -5.82 -2.77
H -4.35 -5.87 -3.58
H -3.14 -4.76 -4.09
H -2.55 -7.88 -4.19
H -4.49 -6.53 -5.76
H -3.90 -8.08 -5.89
C -8.13 -4.89 -4.11
C -7.43 -4.39 -5.38
C -7.64 -2.97 -5.73
O -6.28 -2.55 -6.07
C -5.38 -3.51 -5.71
O -4.17 -3.34 -5.65
O -6.06 -4.66 -5.32
H -9.20 -4.65 -4.07
H -7.62 -4.45 -3.25
H -8.01 -5.94 -3.86
H -7.68 -5.00 -6.25
H -7.78 -2.54 -4.74
H -8.37 -2.78 -6.52
C 5.54 7.54 -0.29
C 4.61 6.42 0.25
C 4.83 4.97 -0.10
O 5.03 4.45 1.23
C 4.93 5.33 2.15
O 5.05 5.19 3.40
O 4.56 6.51 1.61
H 5.51 8.41 0.36
H 5.21 8.02 -1.21
H 6.59 7.27 -0.38
H 3.62 6.75 -0.05
H 5.68 4.77 -0.76
H 3.84 4.70 -0.47
C -9.77 0.98 -1.04
C -9.38 -0.55 -1.01
C -9.45 -1.26 -2.33
O -8.10 -1.79 -2.48
C -7.30 -1.23 -1.62
O -6.10 -1.40 -1.53
O -8.01 -0.60 -0.69
H -9.11 1.54 -1.70
H -9.77 1.33 -0.01
H -10.77 1.03 -1.49
H -9.90 -1.18 -0.28
H -9.72 -0.67 -3.21
H -10.15 -2.09 -2.28
C -0.59 5.70 4.91
C -0.06 7.03 5.68
C 0.07 8.21 4.72
O -0.66 9.26 5.38
C -1.16 8.82 6.45
O -1.73 9.55 7.25
O -1.13 7.47 6.56
H 0.17 5.43 4.19
H -1.60 5.81 4.52
H -0.69 4.90 5.64
H 0.95 6.89 6.05
H -0.53 8.11 3.81
H 1.11 8.46 4.49
C 6.26 0.04 -3.11
C 5.11 0.88 -3.70
C 4.15 1.41 -2.71
O 4.31 2.74 -2.79
C 5.24 3.06 -3.73
O 5.35 4.18 -4.18
O 5.73 1.93 -4.32
H 7.05 0.64 -2.64
H 6.78 -0.43 -3.94
H 5.88 -0.68 -2.38
H 4.53 0.18 -4.31
H 4.26 1.06 -1.69
H 3.11 1.32 -3.04
C -6.42 1.77 -4.31
C -5.83 3.19 -4.39
C -5.36 3.68 -5.74
O -5.78 5.00 -5.81
C -6.70 5.22 -4.92
O -7.49 6.17 -4.97
O -6.79 4.09 -4.17
H -5.71 0.97 -4.12
H -6.89 1.58 -5.28
H -7.16 1.82 -3.51
H -5.13 3.36 -3.57
H -5.68 3.04 -6.55
H -4.28 3.63 -5.82
C -0.23 -1.14 -6.27
C -0.03 -2.05 -5.07
C 0.68 -3.39 -5.29
O 1.99 -3.11 -4.79
C 1.98 -2.07 -3.99
O 2.73 -1.82 -3.00
O 0.99 -1.34 -4.33
H -0.45 -0.18 -5.80
H -0.97 -1.49 -6.99
H 0.72 -1.07 -6.80
H -0.96 -2.17 -4.51
H 0.72 -3.72 -6.33
H 0.36 -4.30 -4.78
C -3.47 -5.22 1.39
C -3.92 -3.89 0.82
C -5.35 -3.47 1.12
O -5.22 -2.83 2.36
C -3.96 -2.35 2.42
O -3.41 -1.58 3.16
O -3.19 -2.96 1.54
H -3.54 -6.02 0.65
H -4.23 -5.64 2.05
H -2.47 -5.34 1.81
H -3.78 -3.79 -0.26
H -5.97 -4.36 1.22
H -5.58 -2.63 0.47
C 2.44 -8.28 -1.17
C 1.24 -7.63 -1.79
C 0.00 -7.40 -0.97
O -0.41 -6.09 -1.23
C 0.59 -5.48 -1.87
O 0.69 -4.21 -2.08
O 1.58 -6.29 -2.21
H 2.77 -7.73 -0.28
H 3.41 -8.22 -1.67
H 2.13 -9.24 -0.75
H 0.90 -8.16 -2.69
H 0.15 -7.40 0.11
H -0.81 -8.06 -1.28
C 7.48 -3.82 3.97
C 6.84 -4.33 2.61
C 5.36 -4.61 2.36
O 4.96 -3.75 1.35
C 6.01 -3.08 0.97
O 6.00 -2.29 0.08
O 7.10 -3.40 1.63
H 7.51 -4.70 4.61
H 6.88 -2.98 4.33
H 8.53 -3.58 3.84
H 7.42 -5.24 2.43
H 4.79 -4.45 3.28
H 5.31 -5.60 1.89
C -1.85 8.33 -0.30
C -1.33 7.44 0.88
C -1.99 6.14 1.08
O -0.92 5.17 1.03
C 0.21 5.79 0.76
O 1.21 5.17 0.77
O 0.09 7.11 0.69
H -1.71 7.79 -1.24
H -1.41 9.32 -0.20
H -2.92 8.51 -0.23
H -1.48 8.12 1.71
H -2.74 5.90 0.33
H -2.40 6.16 2.09
C 5.04 -4.93 -1.78
C 6.18 -4.58 -2.72
C 7.53 -4.72 -1.90
O 8.35 -5.40 -2.78
C 7.75 -5.82 -3.86
O 8.31 -6.49 -4.77
O 6.46 -5.58 -3.71
H 4.30 -5.46 -2.37
H 4.54 -4.00 -1.50
H 5.21 -5.51 -0.87
H 6.01 -3.66 -3.28
H 7.50 -5.32 -0.99
H 7.74 -3.67 -1.67
C -3.34 2.45 0.62
C -3.68 1.89 2.00
C -2.72 2.03 3.16
O -3.35 2.71 4.14
C -4.63 2.96 3.82
O -5.39 3.54 4.53
O -4.76 2.62 2.53
H -4.06 2.17 -0.15
H -2.38 2.08 0.27
H -3.36 3.53 0.45
H -4.08 0.91 1.72
H -1.79 2.47 2.79
H -2.37 1.02 3.41
C 2.89 3.29 5.88
C 3.77 4.22 6.62
C 3.17 4.63 7.93
O 4.33 4.56 8.76
C 5.34 3.91 8.14
O 6.46 3.72 8.58
O 4.88 3.39 6.98
H 1.95 3.81 5.71
H 2.82 2.31 6.35
H 3.41 3.02 4.96
H 4.12 5.07 6.03
H 2.41 4.08 8.47
H 2.85 5.67 7.83
C -1.89 -0.73 -1.46
C -0.71 -0.89 -0.47
C 0.73 -0.79 -1.01
O 1.25 0.36 -0.49
C 0.37 0.78 0.51
O 0.68 1.74 1.13
O -0.79 0.17 0.38
H -2.88 -0.61 -1.01
H -1.88 -1.47 -2.25
H -1.75 0.18 -2.05
H -0.89 -1.88 -0.04
H 0.78 -0.72 -2.10
H 1.35 -1.62 -0.68
C -1.52 -0.35 6.73
C -0.28 0.42 6.85
C -0.28 1.87 6.34
O 0.39 2.72 7.23
C 0.56 1.93 8.29
O 1.33 2.15 9.25
O -0.17 0.80 8.22
H -2.38 0.06 7.26
H -1.17 -1.26 7.22
H -1.88 -0.47 5.71
H 0.50 -0.31 6.66
H -1.24 2.34 6.14
H 0.17 2.05 5.36
*
```

Values from the calculation:
total energy = -207749.673 eV
highest occupied orbital energy = -9.84 eV
frontier orbital gap = 9.15 eV

Results of the Mulliken charge analysis, in e, for atoms 1 through 6: number 1, C, carries -1.38; number 2, C, carries 1.34; number 3, C, carries 0.00; number 4, O, carries -0.28; number 5, C, carries 0.73; number 6, O, carries -0.75

---

# 2
Entry from OMol25: 2 unconnected molecules or ions with the total composition C5H11O2 in a non-equilibrium geometry (ωB97M-V with the def2-TZVPD basis set).

Geometry as ORCA input:
```
! RIJCOSX wB97M-V def2-TZVPD def2/J DEFGRID3
* xyz -2 2
C -0.08 1.32 0.25
O -1.12 2.22 0.24
C -0.12 0.41 -1.03
C 0.73 -0.88 -0.85
C -0.09 -1.94 -0.16
C -0.22 -3.20 -0.59
H -0.11 0.73 1.20
H 0.98 1.63 0.22
H -1.18 0.18 -1.17
H 0.11 1.15 -1.81
H 1.52 -0.64 -0.14
H 1.11 -1.19 -1.82
H -0.41 -1.61 0.82
H 0.22 -3.42 -1.56
H -0.65 -3.98 0.01
H -0.04 2.62 2.74
H -0.63 3.16 1.42
O -0.02 3.44 2.24
*
```

Values from the calculation:
expectation value of S² = 0.75
total energy = -9453.665 eV
highest occupied orbital energy (alpha / beta) = 3.90 / -0.87 eV
frontier orbital gap (alpha / beta) = 2.52 / 7.26 eV

Results of the Mulliken charge analysis, in e, for atoms 1 through 6: number 1, C, carries -0.34; number 2, O, carries -0.94; number 3, C, carries -0.55; number 4, C, carries -1.65; number 5, C, carries -0.86; number 6, C, carries -1.78

---

# 3
Entry from OMol25: a molecular structure, C15H31IOsP2 in a non-equilibrium geometry (ωB97M-V with the def2-TZVPD basis set).

Geometry as ORCA input:
```
! RIJCOSX wB97M-V def2-TZVPD def2/J DEFGRID3
* xyz 2 5
P -0.23 -1.69 -1.25
P 0.11 1.88 -1.10
C -0.51 -0.46 -2.65
C 0.40 0.77 -2.60
H -1.58 -0.18 -2.64
H -0.34 -1.04 -3.58
H 1.47 0.49 -2.61
H 0.22 1.41 -3.48
C -1.35 2.83 -1.66
H -1.60 3.57 -0.89
H -2.23 2.21 -1.83
H -1.09 3.35 -2.60
C 1.43 3.13 -1.38
H 1.20 3.69 -2.30
H 2.41 2.65 -1.47
H 1.44 3.82 -0.53
C -1.40 -3.00 -1.79
H -1.39 -3.81 -1.05
H -1.08 -3.39 -2.76
H -2.43 -2.61 -1.86
C 1.32 -2.49 -1.83
H 2.16 -1.78 -1.92
H 1.13 -2.97 -2.79
H 1.60 -3.24 -1.08
Os -0.11 0.09 2.83
C 0.50 1.74 1.46
C -0.90 1.47 1.22
C -1.78 0.44 0.56
C -1.79 -1.02 1.05
C -0.51 -1.63 1.52
C 0.88 -1.32 1.46
C 1.72 -0.39 0.63
C 1.82 1.03 1.25
C 0.46 -1.11 4.38
H 0.66 2.77 1.86
H -1.49 2.36 1.51
H -1.69 0.46 -0.55
H -2.81 0.81 0.72
H -2.52 -1.10 1.87
H -2.22 -1.67 0.27
H -0.68 -2.58 2.04
H 1.50 -2.08 1.97
H 1.39 -0.32 -0.43
H 2.74 -0.83 0.57
H 2.36 0.92 2.22
H 2.46 1.68 0.62
H 1.33 -0.62 4.85
H 0.80 -2.09 4.00
H -0.29 -1.29 5.17
I -1.51 1.12 4.62
*
```

Values from the calculation:
expectation value of S² = 6.02
total energy = -45181.217 eV
highest occupied orbital energy (alpha / beta) = -14.31 / -14.22 eV
frontier orbital gap (alpha / beta) = 7.13 / 5.04 eV

Results of the Mulliken charge analysis, in e, for atoms 1 through 6: number 1, P, carries 1.02; number 2, P, carries 0.86; number 3, C, carries -1.28; number 4, C, carries -0.97; number 5, H, carries 0.36; number 6, H, carries 0.70

---

# 4
Entry from OMol25: 2 unconnected molecules or ions with the total composition C4H10N2O2 in a non-equilibrium geometry (ωB97M-V with the def2-TZVPD basis set).

Geometry as ORCA input:
```
! RIJCOSX wB97M-V def2-TZVPD def2/J DEFGRID3
* xyz 0 1
C -1.53 1.69 0.07
C -0.41 1.80 1.07
O -0.07 0.83 1.71
N 0.24 2.99 1.19
H 0.89 3.05 1.95
H -0.23 3.85 0.93
H -2.40 1.39 0.65
H -1.33 0.89 -0.64
H -1.74 2.57 -0.52
C 1.34 -1.20 -0.60
C 0.14 -2.07 -0.92
O -0.94 -1.62 -1.21
N 0.39 -3.41 -0.88
H 0.93 -0.28 -0.17
H 2.03 -0.99 -1.41
H -0.39 -4.01 -1.01
H 1.18 -3.83 -0.41
H 1.90 -1.64 0.23
*
```

Values from the calculation:
total energy = -11386.490 eV
highest occupied orbital energy = -9.70 eV
frontier orbital gap = 10.65 eV

Results of the Mulliken charge analysis, in e, for atoms 1 through 6: number 1, C, carries -0.66; number 2, C, carries 0.57; number 3, O, carries -0.61; number 4, N, carries -0.45; number 5, H, carries 0.23; number 6, H, carries 0.22

---

The highest total energy belongs to which entry?
C5H11O2

---

Please write out number 2 again, unchanged.
Entry from OMol25: 2 unconnected molecules or ions with the total composition C5H11O2 in a non-equilibrium geometry (ωB97M-V with the def2-TZVPD basis set).

Geometry as ORCA input:
```
! RIJCOSX wB97M-V def2-TZVPD def2/J DEFGRID3
* xyz -2 2
C -0.08 1.32 0.25
O -1.12 2.22 0.24
C -0.12 0.41 -1.03
C 0.73 -0.88 -0.85
C -0.09 -1.94 -0.16
C -0.22 -3.20 -0.59
H -0.11 0.73 1.20
H 0.98 1.63 0.22
H -1.18 0.18 -1.17
H 0.11 1.15 -1.81
H 1.52 -0.64 -0.14
H 1.11 -1.19 -1.82
H -0.41 -1.61 0.82
H 0.22 -3.42 -1.56
H -0.65 -3.98 0.01
H -0.04 2.62 2.74
H -0.63 3.16 1.42
O -0.02 3.44 2.24
*
```

Values from the calculation:
expectation value of S² = 0.75
total energy = -9453.665 eV
highest occupied orbital energy (alpha / beta) = 3.90 / -0.87 eV
frontier orbital gap (alpha / beta) = 2.52 / 7.26 eV

Results of the Mulliken charge analysis, in e, for atoms 1 through 6: number 1, C, carries -0.34; number 2, O, carries -0.94; number 3, C, carries -0.55; number 4, C, carries -1.65; number 5, C, carries -0.86; number 6, C, carries -1.78

---

Among the records above, which one has the lowest total energy?
C80H120O60

---

Which value of total energy does entry 3 give?
-45181.217 eV